1.
C15H22N2O2 | the ωB97M-V functional and the def2-TZVPD basis

XYZ file:
```
41
Properties=species:S:1:pos:R:3:forces:R:3:nbo_charge:R:1
C -0.1679 1.7955 3.5659 -0.2 -0.2 0.0 -0.6004
C -0.5728 0.3626 3.2461 0.3 0.1 0.0 -0.3974
C 0.6403 -0.5599 3.1485 -0.5 -0.2 -0.3 -0.4279
C 0.2418 -1.9866 2.7616 0.3 0.0 0.3 -0.0527
O -0.5056 -2.0797 1.5674 -0.2 0.0 -0.3 -0.5522
C 0.2176 -1.7888 0.3922 -0.2 0.1 -0.3 -0.0954
C -0.7537 -1.9715 -0.7780 0.4 0.4 0.3 0.0767
O -1.1795 -3.3075 -0.8704 0.0 -0.3 -0.1 -0.7174
C -0.1101 -1.6023 -2.1251 -0.4 -0.5 0.3 -0.2236
N 0.3483 -0.2445 -2.1487 0.2 0.3 -0.1 -0.3859
C 1.6381 0.2185 -2.0403 0.1 0.1 0.0 0.4079
C 2.8213 -0.6774 -2.0287 0.0 -0.1 0.0 -0.6643
N 1.7130 1.5149 -1.9814 0.6 0.1 0.1 -0.4675
C 0.4214 1.9737 -2.0463 -0.6 -0.5 0.0 0.0725
C -0.0775 3.2705 -2.0264 0.0 -0.1 0.0 -0.1990
C -1.4443 3.4311 -2.1160 0.0 0.2 0.0 -0.2336
C -2.3047 2.3378 -2.2290 -0.1 0.0 0.0 -0.2034
C -1.8297 1.0413 -2.2500 -0.1 -0.2 0.0 -0.2757
C -0.4583 0.8718 -2.1515 0.1 0.7 0.0 0.1629
H 0.4754 2.1949 2.7847 0.1 0.1 -0.1 0.2047
H 0.3715 1.8384 4.5099 0.1 0.1 0.1 0.1979
H -1.0465 2.4311 3.6427 0.0 0.1 0.0 0.2102
H -1.1152 0.3392 2.2989 -0.1 0.0 0.0 0.2054
H -1.2454 -0.0120 4.0209 -0.1 -0.1 0.0 0.1943
H 1.3457 -0.1578 2.4178 0.1 0.0 0.0 0.1979
H 1.1543 -0.6051 4.1106 0.1 0.0 0.0 0.2089
H -0.4180 -2.4053 3.5262 0.1 0.0 0.0 0.1876
H 1.1418 -2.6166 2.6871 -0.1 0.0 0.0 0.1645
H 1.0666 -2.4840 0.2914 0.0 0.0 0.0 0.1676
H 0.5960 -0.7592 0.4003 0.0 0.0 0.0 0.1801
H -1.6167 -1.3124 -0.5913 0.2 0.0 0.0 0.1704
H -1.4420 -3.5814 0.0173 0.0 0.0 0.0 0.4853
H 0.7259 -2.2782 -2.3132 0.0 0.1 0.0 0.2203
H -0.8581 -1.7553 -2.9090 0.1 0.0 0.0 0.2205
H 3.7131 -0.0617 -1.9628 0.0 0.0 0.0 0.2527
H 2.8640 -1.2668 -2.9441 0.1 -0.1 0.0 0.2264
H 2.7931 -1.3574 -1.1786 0.1 -0.1 0.0 0.2206
H 0.5911 4.1124 -1.9467 0.1 0.1 0.0 0.2228
H -1.8651 4.4258 -2.1031 0.0 0.1 0.0 0.2121
H -3.3681 2.5116 -2.3032 -0.1 0.0 0.0 0.2112
H -2.5008 0.2008 -2.3459 -0.1 -0.1 0.0 0.2151
```
Positions in Å, forces in eV/Å.

HOMO energy: -8.427 eV
E_LUMO: 0.8 eV
SMILES: CCCCOC[C@H](O)Cn1c(C)nc2ccccc21
orbital gap: 9.234 eV

***

2.
C15H22N2O4 | the ωB97M-V functional and the def2-TZVPD basis

XYZ file:
```
43
Properties=species:S:1:pos:R:3:forces:R:3:nbo_charge:R:1
O 1.9385 -2.5856 -1.9283 0.0 0.0 0.0 -0.5568
C 2.3560 -1.6142 -1.3503 -0.5 0.3 -0.1 0.6868
C 1.7940 -1.2132 0.0128 0.3 -0.2 0.2 -0.1633
C 2.1874 -2.2335 1.0690 0.0 0.0 0.0 -0.0644
O 3.6077 -2.2117 1.1445 0.0 0.0 0.0 -0.7349
N 0.3580 -1.1499 -0.1400 0.0 0.0 0.0 -0.6046
C -0.4057 -0.3314 0.6312 0.0 0.0 0.0 0.6840
O 0.0794 0.3891 1.4874 0.0 0.0 0.0 -0.6406
C -1.8841 -0.3470 0.3394 0.0 0.0 0.0 -0.2916
C -2.4921 1.0248 -0.0754 0.0 0.0 0.0 -0.3757
C -3.6085 0.7808 0.9333 -0.1 0.1 0.0 -0.0375
C -2.8206 -0.3549 1.5765 0.0 0.0 0.0 -0.3811
C -5.0934 0.7740 0.6164 0.1 0.0 0.0 -0.3946
C -4.5027 1.7620 1.5525 0.0 0.0 0.0 -0.0742
C -4.7665 2.2780 2.9100 0.0 0.0 0.0 -0.3999
C -4.5110 3.2258 1.7414 0.0 0.0 0.1 -0.4005
N 3.1765 -0.6405 -1.9282 0.3 -0.4 -0.4 -0.1973
C 4.5707 -0.5753 -1.4328 -0.1 0.2 0.3 -0.2334
C 5.2417 0.2695 -2.5117 0.0 0.0 0.0 -0.4437
C 4.3110 0.0482 -3.7174 0.0 0.0 0.0 -0.0765
O 3.3769 -0.9464 -3.3056 0.0 0.0 0.0 -0.3685
H 2.1537 -0.2290 0.3098 0.0 0.0 0.0 0.2404
H 1.7278 -1.9501 2.0193 0.0 0.0 0.0 0.1837
H 1.8206 -3.2184 0.7630 0.0 0.0 0.0 0.1741
H 3.9018 -2.8980 1.7492 0.0 0.0 0.0 0.4788
H -0.0655 -1.7726 -0.8088 0.0 0.0 0.0 0.4169
H -2.1456 -1.1297 -0.3735 0.0 0.0 0.0 0.2042
H -1.8402 1.8470 0.2238 0.0 0.0 0.0 0.2222
H -2.7704 1.1336 -1.1229 0.0 0.0 0.0 0.2086
H -3.3504 -1.2846 1.7808 0.0 0.0 0.0 0.2072
H -2.2818 -0.0281 2.4669 0.0 0.0 0.0 0.2275
H -5.3935 1.1179 -0.3667 0.0 0.0 0.0 0.2113
H -5.6849 -0.0340 1.0308 0.0 0.0 0.0 0.2116
H -5.7790 2.2225 3.2887 0.0 0.0 0.0 0.2113
H -3.9919 2.1845 3.6605 0.0 0.0 0.0 0.2142
H -3.5639 3.7498 1.7248 0.0 0.0 0.0 0.2138
H -5.3575 3.7866 1.3668 0.0 0.0 0.0 0.2115
H 4.5996 -0.1380 -0.4379 0.0 0.0 0.0 0.2277
H 4.9865 -1.5837 -1.3930 0.0 0.0 0.0 0.1973
H 5.2690 1.3212 -2.2320 0.0 0.0 0.0 0.2144
H 6.2611 -0.0639 -2.6959 0.0 0.0 0.0 0.2180
H 3.7824 0.9678 -3.9797 0.0 0.0 0.0 0.1753
H 4.8089 -0.3492 -4.5987 0.0 0.0 0.0 0.1982
```
Positions in Å, forces in eV/Å.

HOMO energy: -9.338 eV
E_LUMO: 0.7 eV
SMILES: O=C([C@H](CO)NC(=O)[C@H]1C[C@@]2(C1)C[C@]21CC1)N1CCCO1
orbital gap: 10.020 eV

***

3.
C15H22N2O4 | the ωB97M-V functional and the def2-TZVPD basis

XYZ file:
```
43
Properties=species:S:1:pos:R:3:forces:R:3:nbo_charge:R:1
C -3.0098 1.3430 -4.4649 0.1 0.0 -0.2 -0.2500
O -3.6007 1.6726 -3.2333 0.0 0.0 0.5 -0.5086
C -2.9422 1.3513 -2.0732 -0.1 0.0 -0.1 0.2261
C -1.7041 0.7183 -2.0585 -0.1 0.0 -0.2 -0.2896
C -1.0450 0.4285 -0.8778 -0.1 0.1 0.2 -0.2039
C -1.6258 0.7644 0.3375 -0.3 0.0 -0.3 -0.1468
C -0.9911 0.4590 1.6527 0.2 0.2 0.0 0.6682
O -1.6355 0.1922 2.6493 -0.3 -0.1 0.2 -0.6285
N 0.3611 0.5496 1.6576 0.3 0.0 -0.1 -0.6146
C 1.1671 0.0898 2.7594 0.0 -0.3 0.1 -0.2319
C 1.8895 -1.2101 2.3756 -0.1 0.4 0.1 -0.2292
N 2.6510 -0.9937 1.1533 -0.1 0.0 -0.1 -0.4676
C 3.9954 -0.4782 1.3665 0.3 -0.2 0.0 -0.2495
C 4.9867 -1.5731 1.7853 -0.1 0.3 0.1 -0.0902
O 5.0007 -2.6369 0.8570 0.1 0.0 -0.1 -0.5268
C 3.7117 -3.1932 0.7046 -0.3 0.1 -0.2 -0.0904
C 2.7104 -2.1269 0.2449 0.3 -0.3 0.0 -0.2419
C -2.8763 1.3655 0.3330 0.0 0.0 -0.2 -0.2113
C -3.5495 1.6758 -0.8429 0.1 -0.1 0.1 0.3238
O -4.7492 2.2863 -0.6485 0.3 -0.1 0.1 -0.5065
C -5.6344 2.5444 -1.7148 -0.4 0.1 -0.3 -0.2404
H -2.8754 0.2620 -4.5738 0.0 0.0 0.0 0.1773
H -3.7082 1.6952 -5.2230 0.1 0.0 0.0 0.2009
H -2.0473 1.8471 -4.6002 0.0 0.0 0.0 0.1775
H -1.2347 0.4426 -2.9892 0.0 0.0 -0.1 0.2193
H -0.0965 -0.0863 -0.9242 0.1 0.0 0.0 0.2087
H 0.8587 0.6775 0.7906 -0.1 0.0 0.0 0.4069
H 0.4978 -0.0840 3.6041 0.1 0.1 0.0 0.2408
H 1.8913 0.8658 3.0254 0.0 -0.1 0.1 0.1872
H 1.1334 -1.9743 2.1833 0.0 0.0 0.0 0.2052
H 2.5058 -1.5441 3.2212 0.0 -0.1 0.0 0.1786
H 3.9668 0.3070 2.1226 0.0 0.1 0.0 0.2026
H 4.3319 -0.0427 0.4202 0.1 0.1 0.1 0.1999
H 6.0046 -1.1814 1.8130 -0.1 0.0 0.1 0.1972
H 4.7264 -1.9576 2.7844 0.1 0.0 -0.1 0.1579
H 3.8094 -3.9847 -0.0400 -0.1 0.0 0.1 0.1962
H 3.3784 -3.6340 1.6577 0.0 0.0 -0.1 0.1591
H 1.7148 -2.5616 0.1400 0.0 0.0 0.0 0.2040
H 3.0323 -1.7442 -0.7297 0.0 -0.1 0.0 0.1965
H -3.3511 1.6081 1.2703 -0.1 0.0 0.1 0.2431
H -6.5262 2.9598 -1.2455 0.0 0.0 -0.1 0.1889
H -5.8994 1.6307 -2.2510 0.0 0.1 0.0 0.1794
H -5.2229 3.2703 -2.4190 -0.1 -0.1 0.1 0.1825
```
Positions in Å, forces in eV/Å.

HOMO energy: -8.204 eV
E_LUMO: 0.7 eV
SMILES: COc1ccc(C(=O)NCCN2CCOCC2)cc1OC
orbital gap: 8.869 eV

***

4.
C15H22N2O4 | the ωB97M-V functional and the def2-TZVPD basis

XYZ file:
```
43
Properties=species:S:1:pos:R:3:forces:R:3:nbo_charge:R:1
C -5.6840 1.2343 0.8819 -0.2 -0.2 0.1 -0.2532
O -4.7787 2.2153 0.4381 0.3 0.1 -0.1 -0.4871
C -3.5856 1.8238 -0.0846 0.2 0.2 -0.1 0.3256
C -2.7505 2.8496 -0.5250 -0.3 0.0 0.1 -0.2923
C -1.5223 2.5454 -1.0736 -0.1 -0.2 0.1 -0.1468
C -1.1026 1.2298 -1.1992 -0.1 -0.4 -0.1 -0.2212
C 0.2075 0.8918 -1.8447 -0.1 0.4 0.4 0.6807
O 0.3112 0.3101 -2.9026 0.1 -0.2 -0.3 -0.6103
N 1.2729 1.3360 -1.1326 0.2 0.2 0.2 -0.6198
C 2.6290 0.9972 -1.5049 0.1 -0.4 -0.2 -0.2496
C 2.9446 -0.5048 -1.3248 -0.1 0.3 -0.2 -0.2173
N 2.9566 -1.0348 0.0164 0.0 0.1 0.1 -0.4505
C 3.9491 -0.4804 0.9129 0.0 -0.3 0.2 -0.2501
C 4.0606 -1.4083 2.1265 0.3 0.2 -0.2 -0.0693
O 2.8212 -1.5548 2.7801 0.0 0.1 0.1 -0.5252
C 1.8443 -2.0516 1.8920 -0.3 0.1 -0.2 -0.0714
C 1.6772 -1.1208 0.6894 0.1 -0.3 0.4 -0.2524
C -1.9319 0.1983 -0.7437 0.2 0.3 -0.1 0.3514
O -1.4264 -1.0597 -0.8457 0.0 0.4 -0.1 -0.4920
C -2.2364 -2.1531 -0.4908 -0.1 -0.2 0.1 -0.2521
C -3.1711 0.4999 -0.1882 -0.2 -0.3 0.1 -0.3662
H -5.9818 0.5637 0.0694 0.0 0.0 0.0 0.1767
H -5.2697 0.6467 1.7078 0.0 0.0 0.0 0.1752
H -6.5579 1.7796 1.2346 0.0 -0.1 0.0 0.2032
H -3.0893 3.8681 -0.4321 0.0 0.1 0.0 0.2265
H -0.8813 3.3380 -1.4297 0.1 0.1 0.0 0.2203
H 1.1077 1.7363 -0.2232 -0.1 -0.1 -0.1 0.4007
H 3.3152 1.6134 -0.9221 0.0 0.0 -0.1 0.1989
H 2.7521 1.2303 -2.5665 0.1 0.1 0.1 0.2192
H 3.9315 -0.6925 -1.7582 0.0 0.0 -0.1 0.1958
H 2.2047 -1.0689 -1.8964 0.1 0.0 -0.1 0.2220
H 3.6796 0.5314 1.2666 0.1 0.0 0.0 0.1598
H 4.9115 -0.4312 0.3997 0.0 0.0 0.0 0.2043
H 4.4215 -2.3915 1.7895 0.0 0.1 0.0 0.1652
H 4.7501 -1.0007 2.8680 0.0 0.0 -0.1 0.1898
H 2.1356 -3.0515 1.5386 -0.1 0.1 0.0 0.1649
H 0.9186 -2.1210 2.4661 0.0 0.0 -0.1 0.1876
H 1.3314 -0.1413 1.0650 0.0 -0.1 0.0 0.1567
H 0.9296 -1.5155 0.0008 0.0 0.0 0.0 0.2221
H -2.4770 -2.1460 0.5781 0.0 0.0 -0.1 0.1739
H -3.1610 -2.1760 -1.0755 0.0 0.0 0.0 0.1812
H -1.6474 -3.0401 -0.7186 -0.1 0.0 0.0 0.2049
H -3.8083 -0.2947 0.1613 -0.1 -0.1 0.0 0.2205
```
Positions in Å, forces in eV/Å.

HOMO energy: -8.226 eV
E_LUMO: 0.6 eV
SMILES: COc1ccc(C(=O)NCCN2CCOCC2)c(OC)c1
orbital gap: 8.833 eV

***

5.
C15H22N2O4 | the ωB97M-V functional and the def2-TZVPD basis

XYZ file:
```
43
Properties=species:S:1:pos:R:3:forces:R:3:nbo_charge:R:1
C -3.1653 -4.3912 -0.7153 0.1 0.0 0.2 -0.6076
C -2.3947 -3.8220 0.4705 0.0 0.1 -0.2 -0.3915
C -2.1434 -2.3196 0.3573 -0.3 0.0 0.2 -0.4122
C -3.4196 -1.4871 0.4314 0.1 -0.3 -0.1 -0.0541
O -3.0493 -0.1298 0.5531 0.2 0.1 0.0 -0.5677
C -4.1390 0.7685 0.5127 -0.3 0.3 0.2 -0.0579
C -3.6337 2.2000 0.6829 0.1 -0.4 -0.3 -0.4241
C -2.7409 2.6477 -0.4751 -0.2 0.3 0.1 -0.2242
N -1.4985 1.9119 -0.4788 -0.1 -0.3 0.0 -0.6209
C -0.2951 2.5169 -0.4342 -0.1 -0.1 -0.1 0.6505
O -0.1403 3.7201 -0.5247 0.2 0.2 0.1 -0.6211
C 0.8660 1.5812 -0.2692 0.4 0.0 0.1 -0.0824
C 2.0090 2.0725 0.3579 -0.2 -0.1 -0.1 -0.1794
C 3.0944 1.2470 0.5410 0.2 -0.2 0.0 -0.1717
C 3.0625 -0.0705 0.0856 -1.1 0.9 -0.2 -0.0105
N 4.2428 -0.8604 0.3220 0.6 -0.3 0.2 0.5258
O 5.0256 -0.4530 1.1564 0.2 0.0 0.2 -0.3795
O 4.4035 -1.8802 -0.3159 0.0 -0.2 -0.2 -0.3798
C 1.9348 -0.5835 -0.5703 0.4 0.0 0.2 0.1061
C 1.8425 -1.9829 -1.0803 0.0 -0.2 -0.2 -0.6441
C 0.8486 0.2712 -0.7286 0.1 0.2 0.1 -0.2273
H -3.2450 -5.4719 -0.6266 -0.1 -0.1 -0.1 0.2140
H -2.6543 -4.1626 -1.6481 0.0 0.0 -0.1 0.2018
H -4.1707 -3.9811 -0.7623 -0.1 0.0 -0.1 0.1992
H -2.9416 -4.0280 1.3929 0.1 0.0 0.1 0.1973
H -1.4286 -4.3260 0.5396 0.0 0.0 0.1 0.2068
H -1.4898 -1.9962 1.1700 0.0 0.1 0.0 0.2159
H -1.6368 -2.1035 -0.5854 0.1 0.0 0.0 0.1924
H -4.0316 -1.6232 -0.4721 0.0 0.0 0.1 0.1662
H -4.0231 -1.7877 1.3015 0.0 0.0 -0.1 0.1660
H -4.8490 0.5251 1.3180 0.1 0.0 -0.1 0.1736
H -4.6693 0.6648 -0.4476 0.0 0.0 0.1 0.1634
H -3.0716 2.2672 1.6153 0.0 0.1 0.1 0.2155
H -4.4972 2.8623 0.7486 0.0 0.0 0.0 0.2197
H -3.2620 2.4908 -1.4274 0.0 0.1 0.1 0.1869
H -2.4906 3.7080 -0.3851 -0.1 -0.1 -0.1 0.2393
H -1.5956 0.9337 -0.2416 0.2 0.1 0.0 0.4253
H 2.0223 3.0991 0.6882 0.0 0.1 0.0 0.2432
H 3.9890 1.6003 1.0310 0.0 0.0 0.0 0.2496
H 2.1283 -2.7012 -0.3142 0.0 -0.1 0.0 0.2359
H 2.5268 -2.1275 -1.9149 0.0 -0.1 0.0 0.2429
H 0.8299 -2.1994 -1.4114 -0.1 0.0 0.0 0.2049
H -0.0218 -0.1024 -1.2471 -0.1 -0.1 0.0 0.2137
```
Positions in Å, forces in eV/Å.

HOMO energy: -9.704 eV
E_LUMO: -0.5 eV
SMILES: CCCCOCCCNC(=O)c1ccc([N+](=O)[O-])c(C)c1
orbital gap: 9.182 eV